{"formula": "C31H44N7O13", "method": "ωB97M-V with the def2-TZVPD basis set", "species": ["O", "H", "C", "C", "H", "H", "H", "H", "N", "H", "H", "C", "C", "O", "H", "H", "C", "N", "H", "C", "H", "C", "H", "C", "C", "C", "N", "C", "O", "H", "O", "C", "H", "H", "H", "N", "H", "C", "O", "O", "H", "C", "O", "C", "H", "H", "C", "C", "O", "H", "H", "H", "O", "C", "H", "O", "H", "N", "C", "C", "C", "H", "C", "C", "H", "C", "H", "O", "O", "O", "C", "C", "H", "H", "C", "H", "C", "H", "N", "H", "H", "H", "H", "H", "H", "C", "H", "H", "N", "C", "H", "H", "H", "C", "H"], "coordinates": [[-6.94365, -1.07469, -2.39747], [4.54935, -1.91569, -4.00147], [-1.61565, -1.66569, 4.09353], [-1.76865, -5.14269, -2.05447], [-3.95665, 0.07831, -0.82747], [-2.40865, -7.17969, -1.31347], [-4.99265, -0.25869, 1.29053], [-2.82865, 1.71031, -4.52347], [3.63935, -0.69469, -2.47047], [-2.74465, 2.68931, -3.19547], [-2.42265, -3.94569, 1.88953], [-1.78065, -3.28169, -0.10947], [0.13235, 1.54031, -4.70847], [-1.12065, -0.27369, -1.54547], [-4.23865, -0.74369, -2.32747], [4.15735, 0.93631, 1.83853], [2.04735, 1.12631, 2.22153], [2.65635, 4.56631, -0.94047], [1.07335, 1.38331, -4.23847], [3.78835, 3.71631, -0.62347], [4.45335, 3.58331, -1.57447], [0.63635, -2.62369, 4.03953], [2.12935, 5.81131, -2.39347], [-1.17165, 0.60331, -0.55147], [3.48535, -1.60669, -3.61747], [-0.45765, 3.85931, -3.97947], [-5.67465, -1.02569, -0.55247], [-1.57865, -3.69869, -1.61347], [2.13435, 4.81331, 6.05553], [2.61335, 0.99731, -1.67547], [0.52635, 4.24731, -4.55047], [-2.08465, 2.00031, -3.74647], [1.93035, 0.33431, 1.32553], [3.68635, 2.85531, -0.28347], [2.32135, 6.57231, -0.73147], [1.92835, -2.95769, 3.38553], [-2.82665, -6.36669, 1.19053], [-6.79465, -1.14069, -1.13647], [2.24435, -2.31269, 2.30953], [-1.56965, -6.76769, -3.74547], [4.42135, 4.21931, 0.08753], [0.86435, 1.97831, 2.77253], [0.40635, 4.89831, -0.68347], [-1.88765, -2.22769, 5.40553], [3.71735, 6.44131, -1.98047], [0.62735, 3.60931, 4.44453], [3.81635, 2.34731, 3.77153], [3.35735, 1.50031, 2.58453], [-1.10065, -4.70869, -4.17047], [-1.30565, -2.87069, -2.22247], [1.93235, -0.40869, -0.91747], [1.11435, -4.04869, 5.80153], [2.75835, -3.70169, 3.88853], [2.43035, -0.08269, -1.93947], [-1.66665, -2.26369, 0.40553], [4.30235, 4.16531, 5.92953], [-6.37965, -1.13269, 1.63653], [3.08535, 4.11131, 5.57353], [-5.51265, -1.07869, 0.94253], [-4.33065, -0.81669, -1.19247], [-2.17265, -4.33169, 0.95953], [2.85435, -2.45569, -3.34147], [-2.35765, -5.60369, 0.51153], [-0.38765, -1.74069, 3.37053], [-3.72565, -1.52569, -0.97047], [-2.20665, -6.09369, -0.95347], [-7.53165, -1.18369, -0.42947], [-0.89665, 1.84731, -0.86747], [-1.51565, 0.25631, 0.57453], [4.84435, 0.09631, -0.66347], [1.24035, 2.88731, 3.93953], [0.40735, -3.37369, 5.34753], [4.87735, 2.62031, 4.34453], [-0.74465, 1.79431, -1.76147], [1.46235, 4.18731, -0.50647], [1.56435, 3.20131, -0.21347], [2.72535, 3.23031, 4.45753], [-1.13265, -3.25069, 7.10453], [-1.42065, -5.54869, -3.39747], [-0.38465, 0.62431, -4.88647], [1.45335, -0.17669, -2.51347], [-2.08865, 1.20231, -3.09447], [-2.51165, -0.77869, 3.76553], [-0.33065, -1.31969, 2.41553], [-4.89465, -2.01769, 1.20553], [-0.86865, -3.08769, 6.15253], [-2.78565, -2.05769, 5.96753], [2.98335, -1.23569, -4.51047], [-0.84965, 2.54131, -4.09547], [4.70635, -0.59869, -1.66447], [0.61835, 2.07431, -5.62047], [-1.04265, 4.56331, -3.62247], [5.64335, -1.14469, -2.12047], [2.82835, 5.89531, -1.51247], [-0.16265, 1.82631, 2.28053]], "forces_ev_per_angstrom": [[-0.2716, -0.4299, 2.7494], [-2.0018, 0.2616, 1.0046], [-2.1489, 2.5999, 0.9808], [-0.5780, 1.5448, 6.3561], [0.8254, 1.7151, 0.8370], [0.3816, 2.0778, 1.1309], [1.4441, 1.8609, 0.3500], [1.0787, 0.1018, -0.5591], [-2.0484, -0.0691, 0.1645], [0.6642, 0.5506, 0.0039], [-0.1621, 0.2166, 1.7862], [-0.2829, -3.3599, -0.4794], [0.0761, 3.5287, -1.8541], [0.3394, 2.1120, 1.1495], [-1.1933, -0.1340, 1.4747], [-1.6453, 1.5861, 2.5391], [-1.8063, 2.4786, -0.0175], [2.3978, -0.5354, 0.3391], [0.2967, -0.1865, 1.7170], [3.5095, 7.9517, -5.1317], [-1.1289, 0.2690, 1.4618], [-2.3640, -1.2096, 1.6491], [0.3672, 0.7759, 0.7826], [-0.8690, -5.4459, -2.2156], [2.1312, -0.8071, -0.1623], [1.6790, -4.3406, -3.2260], [4.7660, 0.3188, 2.9758], [-1.0592, -1.7797, 4.6981], [2.9405, -1.9131, -1.0150], [-0.0773, -0.8793, -0.7887], [2.1940, 0.4611, -0.2782], [-3.9374, 1.4780, -0.0673], [0.0323, 2.0937, 2.3342], [-2.2056, -7.7830, 2.9565], [0.8317, -0.4923, -1.4858], [2.3599, 2.3606, -2.9688], [0.7913, 0.6693, -0.7181], [-0.6264, 0.7371, -6.2206], [-1.8975, -1.6692, 2.9653], [0.3755, 2.3782, 1.4624], [0.4481, 0.4176, 0.3680], [3.6999, -0.1867, 1.9530], [3.0388, -2.4075, 1.0673], [4.3222, -1.8739, -0.0054], [-0.2962, -1.9355, 1.4030], [-1.1363, -0.2213, -0.2597], [-2.5681, 2.8191, 1.3800], [2.6457, -1.0283, 0.3833], [0.7841, 1.4218, -0.8566], [0.2136, 0.2718, -0.7294], [1.8364, -0.3971, -1.5568], [0.4447, 0.1678, -0.4287], [-1.6010, 0.1496, 0.2998], [-3.0457, 1.3931, 2.0196], [0.0461, -1.0206, -2.0262], [-3.3839, -0.0318, -0.7162], [-0.2367, -0.0712, -1.3496], [-0.4702, 1.2033, 0.5790], [-0.1856, -3.2862, -0.4137], [-4.5796, 3.2219, -3.4490], [1.3643, 2.4161, -6.3310], [0.4910, -0.2631, 0.1868], [-1.0414, -3.0909, -3.0429], [0.2738, -3.5586, 4.5733], [3.8865, -4.8217, 1.9361], [0.8828, 2.0624, -0.7607], [-2.9296, -0.4655, 1.5304], [-0.0870, 1.8949, 3.3473], [0.1238, 0.8659, 1.6671], [-0.7628, -0.6693, -0.6342], [2.9428, -0.1056, -1.5653], [-3.5594, 3.2117, -0.3142], [-2.5397, -1.3506, -2.4573], [0.8128, 0.2248, -3.5269], [-3.4613, 4.2521, -2.5352], [-0.9186, -2.3111, 1.3786], [-0.3025, -5.9197, -4.5987], [-0.2350, -1.4511, 3.3684], [-1.6411, -3.5169, -0.4520], [-0.2638, -0.4254, -0.3322], [1.7098, 0.1122, -0.2063], [0.7616, -2.1619, 1.3080], [2.9253, -3.0670, 0.4803], [0.6205, 0.7462, -1.2478], [-0.7575, 1.4027, -0.4624], [1.2556, 3.3632, -9.3300], [-0.4337, 0.3861, -0.2679], [0.0348, 1.0104, 0.3361], [2.7059, -0.7024, -0.1729], [2.9862, -0.1885, -0.9116], [-1.5813, -1.0984, 0.7218], [-3.7533, 2.7927, 2.6857], [-1.4786, 0.5577, 0.7188], [-2.6810, 1.7271, -0.6630], [1.4958, 0.4423, 1.2318]], "homo_energy_ev": -5.93, "relative_energy_kcal_mol": 6.7, "charge": -1, "mol_weight_g_mol": 722.729, "e_lumo_ha": 0.0218, "homo_lumo_gap_ev": 6.5244, "spin_multiplicity": 1}

=====

{"formula": "C31H45BrMnN2P2", "method": "ωB97M-V with the def2-TZVPD basis set", "species": ["C", "H", "C", "C", "C", "H", "H", "H", "H", "H", "C", "H", "Br", "H", "H", "H", "C", "C", "H", "C", "H", "H", "H", "H", "C", "C", "H", "H", "H", "C", "H", "C", "C", "H", "C", "H", "C", "H", "H", "C", "H", "Mn", "H", "H", "H", "H", "C", "H", "C", "C", "C", "C", "C", "C", "H", "H", "N", "H", "C", "C", "H", "C", "H", "H", "P", "H", "C", "H", "H", "P", "H", "C", "H", "H", "C", "H", "C", "H", "H", "N", "H", "C"], "coordinates": [[0.93354, -1.27616, -3.48605], [3.66718, 6.55547, 1.69631], [-0.36347, -1.85164, 2.54905], [-0.81867, 2.63137, -2.97749], [-1.81504, -0.01690, -1.95766], [-1.09986, 5.36927, 0.92107], [2.05823, -4.88085, -0.49380], [2.94960, 4.18086, 1.77905], [-3.19662, -1.58758, -1.55215], [-2.76437, 2.69091, -4.05577], [1.70215, 7.31962, 1.27343], [5.51170, -1.48607, -1.87439], [2.22328, 1.76491, 0.71114], [-2.76415, -5.30362, 8.16134], [5.26328, -1.12057, -3.60604], [-1.02576, -0.83689, -1.78557], [-0.31142, 0.45207, 1.75243], [5.11907, -0.74969, -2.58465], [0.06606, -1.74670, -2.97063], [-1.69732, 2.43386, -4.22760], [0.86097, -0.18872, -3.24612], [2.92268, -4.65331, -2.07114], [3.41893, -0.20862, -1.31201], [-2.10913, 3.46230, -0.28300], [-1.74273, -4.75477, 4.89579], [-3.77321, 2.87398, -1.56077], [1.59073, -2.92067, 2.30857], [2.76005, -1.04375, 1.61975], [1.04961, 2.77924, 1.81024], [3.62545, -0.51725, -2.33917], [-4.58707, 3.21519, -0.89337], [-1.34327, -3.79891, 3.89864], [-2.54918, 2.52131, -0.68280], [3.25744, 0.31049, -2.94666], [-0.99839, -0.61932, 2.35590], [0.23235, 2.42466, -3.22843], [1.05096, 0.36300, 1.40758], [-1.63065, 1.40093, -4.62610], [-3.04605, -0.46980, -0.21525], [-0.95475, -2.98010, 3.08689], [-0.22354, -1.42574, -5.31402], [0.13627, -1.73740, 0.11229], [-2.88287, 1.89836, 0.17113], [2.01942, 8.38140, 1.25218], [-0.87894, 3.68671, -2.68423], [2.93204, -2.58071, -0.48518], [1.67957, -0.91317, 1.56787], [-1.92081, 0.00817, -3.06211], [2.06418, -4.35551, -1.46796], [2.13167, -2.82889, -1.20305], [-1.76684, -6.12762, 4.54474], [0.82458, -1.50587, -5.00398], [-0.07921, 5.66640, 1.11699], [2.63847, 6.29454, 1.52173], [-3.56361, 3.71026, -2.25367], [-4.00514, -0.03777, -1.64535], [-2.49673, -6.76481, 6.71824], [-2.19441, -8.16551, 5.21227], [-2.15193, -7.10377, 5.48161], [0.36004, 6.96863, 1.01527], [-2.09777, -3.44673, 6.62416], [-3.10111, -0.53229, -1.29850], [-0.83755, 1.40730, 1.72569], [1.19166, -2.51237, -5.21499], [2.47028, -1.87003, -2.72187], [-1.50330, -6.43749, 3.53799], [0.96884, -2.02309, 2.11364], [-2.03254, -0.44845, 2.62617], [5.65956, 0.19810, -2.45825], [-1.12681, 1.61098, -1.44482], [1.42338, -0.76215, -5.54204], [0.84088, 4.71302, 1.54805], [-0.34775, 7.74914, 0.76605], [-4.16273, 2.00317, -2.12060], [2.23976, 4.98629, 1.60471], [1.12785, -2.76803, -0.72227], [-2.46643, -5.50376, 7.11871], [-1.34543, 3.09953, -5.04511], [-0.57976, 3.25611, 1.73766], [0.35703, 3.53154, 2.07340], [1.11808, -4.59429, -1.99488], [-2.09055, -4.46175, 6.24184]], "forces_ev_per_angstrom": [[-0.9052, 1.1658, 0.6374], [0.2730, 0.0324, -0.1216], [0.6700, -0.6227, -0.9485], [0.0286, -0.4944, -0.4260], [-0.1740, -0.7257, -0.6607], [-0.1709, 0.1549, 0.2101], [0.0721, 0.0396, -0.5402], [-0.1126, 0.2787, 0.3654], [-0.2140, -0.0822, -0.0056], [0.7305, -0.3104, -0.0542], [-0.1690, -0.1948, -0.1182], [0.0685, 0.1326, -0.2226], [-0.0008, -2.2734, -0.5896], [0.2326, -0.0157, -0.6645], [0.1523, 0.0728, 0.2581], [-0.4853, 0.8356, -0.0360], [-0.0641, 0.5627, 0.5444], [-0.3680, -0.2574, -0.0541], [0.6133, -0.0241, -0.3959], [-0.2237, -0.0147, -0.4007], [-0.1923, -0.5202, -0.2104], [-0.1714, -0.1086, 0.1028], [0.2661, 0.2280, 0.1413], [-0.2177, -0.6158, -0.0834], [-0.3397, -1.5332, 0.8407], [-0.2624, 0.1487, 0.2732], [-0.9352, 0.4466, -0.0271], [-0.1252, 0.3431, -0.9046], [-1.9631, 1.6533, 1.3618], [-0.7123, 0.8154, 0.5940], [0.3265, -0.1169, -0.3568], [0.1093, 0.4237, 0.1687], [-0.2542, -0.0897, -0.0344], [0.0835, 0.1744, -0.1362], [0.3920, 0.8536, -0.9392], [-0.2221, 0.2436, -0.0660], [1.4686, -1.1051, -0.5054], [-0.1188, 0.5117, 0.2043], [-0.1181, 0.1439, 0.2583], [-1.4627, -1.3883, 1.9626], [0.2703, 0.0372, -0.0411], [-1.2956, 1.7990, -0.5357], [0.1396, 0.4172, -0.1958], [-0.2704, -0.9114, -0.0098], [0.1461, -0.2378, 0.2776], [-0.4493, -0.1152, -0.0241], [-0.1175, 0.6261, 1.7897], [0.0162, -0.3818, 0.5000], [-0.3296, 0.0738, 0.3552], [0.7462, -0.6130, -0.4339], [-0.0493, -0.0783, 0.0190], [0.1516, -0.0599, 0.4637], [0.9727, -0.0069, 0.1962], [-0.4848, 1.2655, -0.3205], [-0.0413, -0.5521, 0.2882], [0.1130, 0.1058, 0.0994], [-0.1327, -0.7227, 0.4089], [0.0413, 0.4719, 0.1218], [0.1548, 1.1153, -0.3961], [0.7580, 0.9423, -0.0530], [0.0597, -0.0278, -0.1790], [0.3162, -0.2493, -0.2950], [0.2518, -0.4093, -0.3757], [-0.0800, 0.1488, -0.2916], [1.2243, -1.4581, -1.2381], [-0.0191, 0.0657, 0.1022], [1.6237, 0.9741, 0.3011], [0.0336, -0.2488, 0.1687], [-0.1167, -0.3381, -0.0351], [0.2839, 0.9504, 0.5827], [-0.1214, -0.2975, 0.0089], [0.4649, 0.7246, -0.1221], [0.0345, 0.0291, -0.0561], [0.2741, 0.5381, 0.1624], [-1.5078, -0.4936, 0.1127], [-0.0678, -0.4150, -0.1085], [0.3075, 0.6418, -0.9312], [-0.1266, -0.3864, 0.5379], [0.6652, 0.6865, 0.1570], [0.1294, -2.4767, -0.3731], [0.6523, 0.0185, 0.1043], [-0.1255, 0.0800, -0.1635]], "homo_energy_ev": [-11.89, -11.89], "charge": 2, "mol_weight_g_mol": 642.505, "e_lumo_ha": [-0.2850, -0.3083], "s_squared": 8.765, "homo_lumo_gap_ev": [4.1358, 3.5001], "spin_multiplicity": 6}